(1)
97
Properties=species:S:1:pos:R:3 method="wB97M-V/def2-TZVPD" gap_ev=7.3 e_lumo_ev=-1.5 multiplicity=1
C -2.0721 5.5767 -5.0781
C -1.4014 4.3355 -4.2641
O -2.1234 3.1438 -4.6641
B -1.3740 1.9426 -4.4262
O -0.4651 1.5373 -5.4898
C -1.5087 1.0209 -3.0714
C -2.8904 0.7547 -2.3623
S -4.4063 1.4984 -3.1669
C -3.0200 -0.0916 -1.0425
C -4.4642 -0.2748 -0.3580
C -4.8880 1.2122 0.1617
O -5.5503 1.1882 1.4525
Si -5.9615 2.8353 1.9024
C -5.1924 3.3540 3.5918
C -5.3635 4.1444 0.6242
C -7.8863 3.0477 2.0079
C -1.7716 -0.7371 -0.4081
C -0.4410 -0.4404 -1.1490
C -0.2289 0.4035 -2.4183
C 1.2513 0.5876 -2.9443
I 2.0717 -0.5257 -4.6325
C 2.0616 1.5200 -2.2217
C 1.4340 2.2906 -0.9427
I 4.1283 1.9666 -2.6820
C 0.5635 -1.2455 -0.2179
O 1.7981 -1.0927 -0.3426
N -0.1906 -2.1028 0.7335
C 0.6658 -2.2293 1.9541
S -0.0092 -3.3586 3.2629
C 1.2916 -3.2630 4.6291
C 2.5712 -2.3665 4.2229
C -1.5649 -1.6263 0.8924
O -2.4308 -1.8421 1.7584
H -3.1446 5.2552 -5.3627
H -1.5146 5.7815 -6.0511
H -2.2026 6.5067 -4.4173
H -1.5502 4.5988 -3.1513
H -0.2869 4.3248 -4.5050
H -0.6060 0.5758 -5.6425
H -5.0997 0.3503 -3.5899
H -4.4166 -0.9473 0.5593
H -5.2052 -0.7130 -1.1043
H -3.8978 1.7836 0.3018
H -5.5657 1.6629 -0.6344
H -4.1979 3.8901 3.3422
H -5.0064 2.4778 4.2950
H -5.8471 4.1672 4.0873
H -5.4647 5.2195 0.9869
H -4.2280 3.9633 0.4862
H -5.8386 4.0081 -0.4194
H -8.2692 2.8871 0.9412
H -8.0776 4.1569 2.2514
H -8.3497 2.3409 2.7761
H 1.4121 1.6057 -0.0134
H 2.0522 3.2274 -0.6712
H 0.3734 2.6818 -1.1555
H 1.6729 -2.6834 1.6176
H 0.9309 -1.1742 2.3297
H 0.8115 -2.7527 5.5463
H 1.7019 -4.2966 4.9033
H 2.3165 -1.2744 4.0035
H 3.3000 -2.3696 5.1186
H 3.1001 -2.7661 3.2772
C 4.9281 3.6878 3.0136
O 5.7322 2.5833 2.6226
P 5.9418 1.3642 3.6438
O 4.9084 1.2313 4.7000
O 7.4365 1.5457 4.1723
C 7.7465 2.6895 4.9494
O 6.0918 0.1024 2.6820
C 4.9131 -0.4139 2.0843
H 5.5394 4.5924 3.0248
H 4.1291 3.8122 2.2797
H 4.4805 3.5535 3.9998
H 6.8624 3.0906 5.4505
H 8.1779 3.4535 4.2986
H 8.4834 2.4112 5.7033
H 4.7087 0.1146 1.1515
H 4.0549 -0.3245 2.7541
H 5.0730 -1.4706 1.8655
C 1.1076 -5.1294 -4.3338
O 1.8163 -5.8563 -3.3392
P 0.9999 -6.5668 -2.1550
O -0.4295 -6.8418 -2.4408
O 1.2752 -5.6470 -0.8814
C 0.7753 -4.3198 -0.8845
O 1.8826 -7.8522 -1.8209
C 1.8159 -8.9498 -2.7169
H 1.4184 -4.0828 -4.3051
H 1.3588 -5.5445 -5.3121
H 0.0257 -5.1787 -4.1993
H -0.0850 -4.2128 -1.5504
H 1.5723 -3.6430 -1.2023
H 0.4731 -4.0585 0.1255
H 2.5420 -8.8160 -3.5208
H 0.8145 -9.0594 -3.1390
H 2.0606 -9.8582 -2.1648

(2)
93
Properties=species:S:1:pos:R:3 method="wB97M-V/def2-TZVPD" relative_energy_kcal_mol=70.79 charge=-1 gap_ev=4.6 e_lumo_ev=-0.7 multiplicity=1
C 1.8336 -1.3296 0.8748
C 0.3326 -0.9926 0.7298
O -0.4674 -1.7676 0.2218
N -0.1044 0.3124 1.4308
H -0.6324 -0.1326 2.2058
H 0.6236 0.6384 1.7738
C -1.1544 0.9924 0.6438
H 2.3496 -0.5686 1.3548
H 2.3536 -1.4876 -0.0532
H 2.1766 -2.2756 1.4438
H -1.1524 1.0964 -0.4992
H -1.3444 1.9284 0.9478
H -2.1234 0.3624 0.7788
N -1.4394 -0.9896 4.4598
O -0.9994 -1.1306 5.6068
O -1.3894 0.1864 4.0798
O -1.0454 -1.8426 3.6298
N 2.2886 1.5114 3.6868
O 1.9816 0.3714 4.1348
O 2.4976 2.4554 4.3978
O 1.9976 1.6864 2.4908
C -6.0894 3.4154 1.2138
C -6.0644 2.2364 0.1998
C -4.9624 1.1274 0.5078
O -7.2114 1.5754 -0.0632
H -6.8424 4.1914 0.8598
H -5.1094 3.8404 1.1838
H -6.3564 3.0614 2.3768
H -5.6414 2.6894 -0.9332
H -5.2654 0.0024 0.3338
H -4.7904 1.3214 1.6758
H -4.0114 1.2724 0.1458
H -7.4784 1.0564 0.8388
C 5.2926 -1.6606 -1.2542
C 5.7856 -2.1466 0.0648
C 5.6606 -1.0286 1.0318
O 4.8676 -3.1336 0.3858
H 4.5266 -1.0206 -1.3002
H 5.2526 -2.4026 -2.1272
H 5.9186 -1.0286 -1.6142
H 6.8326 -2.4526 0.0298
H 5.5716 -1.3216 2.1588
H 4.6216 -0.4956 0.8598
H 6.4126 -0.1826 1.0008
H 5.3206 -3.8486 0.9468
C -0.2734 5.2434 -2.3792
C -1.3964 4.5104 -1.7532
C -2.3254 3.6724 -2.8602
O -0.7044 3.5854 -0.8822
H -0.5204 6.1504 -2.9712
H 0.2836 4.6514 -2.9552
H 0.4586 5.6034 -1.8242
H -2.0224 5.3554 -1.2732
H -2.6264 4.2494 -3.6802
H -3.1344 3.4134 -2.3632
H -1.7904 2.7124 -3.0542
H -0.3934 3.8924 -0.2022
C -3.7644 -1.8456 -1.5332
C -3.7634 -2.4336 -2.8372
C -3.5004 -4.0236 -2.7962
O -4.9844 -2.4856 -3.5162
H -4.0554 -2.5346 -0.7182
H -4.4874 -0.9056 -1.4832
H -2.8504 -1.7966 -1.0752
H -3.0174 -1.9626 -3.3712
H -2.5184 -4.2376 -2.1632
H -3.1984 -4.5286 -3.8012
H -4.2664 -4.5036 -2.3112
H -5.2434 -1.6026 -3.5372
C 2.6976 3.9944 -0.9742
C 2.2876 2.5764 -0.6522
C 2.7366 1.6114 -1.7482
O 2.2306 0.3884 -1.7812
C 3.5676 2.0594 -2.8892
C 4.0226 3.3804 -2.9122
C 3.5566 4.4374 -2.0422
O 3.8306 5.6254 -2.2372
H 2.3766 4.7584 -0.1172
H 1.8116 2.4504 0.2828
H 3.9256 1.4894 -3.8212
H 4.7096 3.7654 -3.7942
C 1.8036 -5.5306 0.7198
C 3.0226 -5.6546 1.6578
C 2.6986 -5.1646 3.0958
O 3.6626 -4.9266 4.0448
C 1.3166 -4.8596 3.4408
C 0.3436 -4.5496 2.4808
C 0.5126 -4.9326 1.0918
O -0.2394 -4.5856 0.2028
H 2.0526 -5.7666 -0.4072
H 3.9986 -5.9036 1.2858
H 0.9796 -4.6206 4.5658
H -0.6334 -4.3096 2.9908

(3)
86
Properties=species:S:1:pos:R:3 method="wB97M-V/def2-TZVPD" relative_energy_kcal_mol=5.60 charge=-1 gap_ev=5.7 e_lumo_ev=2.4 multiplicity=1
Ca 0.0411 -0.4889 -0.3999
C 2.2083 0.7573 4.3582
C 1.3727 2.0169 4.1240
C 2.2315 3.0448 3.3756
C 0.0732 1.7358 3.3801
C -0.3644 0.4450 3.1092
C -1.5048 0.2105 2.3425
C -2.2369 1.2630 1.8005
C -3.3733 1.0164 0.8396
C -1.8366 2.5589 2.1277
C -0.7147 2.7868 2.9044
H 3.1589 1.0244 4.8253
H 2.4300 0.2716 3.4033
H 1.7070 0.0372 5.0084
H 1.1118 2.4364 5.1013
H 2.5634 2.6315 2.4182
H 3.1177 3.2931 3.9653
H 1.6948 3.9714 3.1714
H 0.1944 -0.4130 3.4531
H -1.8002 -0.8131 2.1363
H -4.1853 1.7310 0.9857
H -3.7719 0.0071 0.9511
H -3.0198 1.1171 -0.1920
H -2.3951 3.4038 1.7370
H -0.4265 3.8115 3.1116
N 2.4937 0.0634 -3.1748
C 3.4856 0.3709 -2.1566
C 3.1678 0.0569 -0.6926
O 3.9139 0.4884 0.1821
O 2.1416 -0.7015 -0.4793
H 2.1333 -0.8735 -3.0375
H 1.6854 0.6728 -3.0842
H 3.7474 1.4268 -2.2067
H 4.4064 -0.1758 -2.3751
C 1.1735 3.4407 -2.8980
Si -0.0362 2.8228 -1.5897
C -1.4192 4.1016 -1.5271
C 0.9027 2.9397 0.0489
N -0.5509 1.2168 -1.7398
C -1.1592 0.6777 -2.8873
C -1.4884 1.4594 -4.0097
C -2.0554 0.9489 -5.1756
C -2.3112 -0.4067 -5.2596
C -2.0173 -1.2144 -4.1626
C -1.4769 -0.7312 -2.9583
N -1.2714 -1.5782 -1.8478
Si -2.0710 -3.0689 -1.7307
C -1.4133 -4.4252 -2.8859
C -1.8918 -3.7901 0.0007
C -3.9335 -2.9745 -2.0014
H 1.3285 4.5209 -2.7944
H 0.8336 3.2426 -3.9187
H 2.1481 2.9547 -2.7787
H -1.0177 5.0978 -1.3071
H -2.1369 3.8396 -0.7399
H -1.9714 4.1575 -2.4708
H 0.6319 3.8426 0.6062
H 1.9858 2.9557 -0.1156
H 0.6863 2.0915 0.7093
H -1.2910 2.5259 -3.9633
H -2.2826 1.6118 -6.0032
H -2.7376 -0.8416 -6.1563
H -2.2083 -2.2815 -4.2448
H -0.5729 -4.0547 -3.4824
H -2.1858 -4.7654 -3.5847
H -1.0685 -5.3002 -2.3219
H -0.8877 -4.1774 0.1904
H -2.5940 -4.6246 0.1127
H -2.1049 -3.0474 0.7750
H -4.1850 -2.3453 -2.8600
H -4.4161 -2.5393 -1.1183
H -4.3591 -3.9708 -2.1656
C 1.8962 -3.5305 -0.7056
As 1.6461 -2.8590 1.0872
C 3.2821 -2.2660 1.8835
C 1.2928 -4.4581 2.1316
O 0.3264 -1.8701 1.3333
H 1.9637 -4.6159 -0.6684
H 2.7936 -3.0963 -1.1328
H 1.0339 -3.2303 -1.3030
H 4.0466 -3.0235 1.7044
H 3.0879 -2.1917 2.9530
H 3.5837 -1.3001 1.4773
H 2.1816 -4.7478 2.6908
H 0.9754 -5.2850 1.4992
H 0.4869 -4.2122 2.8201

(4)
89
Properties=species:S:1:pos:R:3 method="wB97M-V/def2-TZVPD" gap_ev=9.6 e_lumo_ev=0.1 multiplicity=1
C 3.1641 2.3931 0.5614
C 2.1085 1.9127 0.2292
C 0.7404 1.4757 -0.3336
C 1.0334 0.2149 -1.2488
N 1.1809 -0.7664 -1.8311
C 0.1395 2.5796 -1.3415
C 0.6834 2.4138 -2.8223
C 0.3485 3.7523 -3.6365
O 1.0354 3.6942 -4.9111
C 0.1423 3.6964 -5.9904
C -0.9028 4.8607 -6.2554
O 0.1724 2.7965 -6.7988
C -0.3267 1.0457 0.7956
C -1.3961 0.1888 -0.0085
N -2.1835 -0.3927 -0.6089
C 0.2481 0.0790 1.9037
C 0.2245 -1.4650 1.5686
C -1.0538 -2.1904 2.1879
N -1.8975 -3.0932 1.3984
O -1.4010 -1.9822 3.3369
C -1.1664 2.2804 1.3548
Br -2.9991 2.5792 0.6462
C -0.7381 3.1756 2.2976
C 0.6571 3.0557 2.9917
Br -1.8987 4.6693 2.8760
H 4.0094 3.0042 0.9577
H -0.9878 2.5045 -1.3971
H 0.4828 3.5922 -0.9651
H 1.7967 2.2551 -2.8314
H 0.1398 1.5940 -3.3831
H 0.5904 4.6838 -3.0409
H -0.7681 3.6967 -3.8396
H -1.1025 5.3912 -5.2822
H -0.4469 5.5955 -6.9704
H -1.8870 4.4518 -6.6258
H 1.3001 0.3273 2.2441
H -0.3928 0.2302 2.8311
H 1.1000 -1.9253 2.1323
H 0.3901 -1.7356 0.4918
H -2.3952 -2.5714 0.6633
H -1.2615 -3.7799 0.9720
H 0.8315 2.0575 3.4970
H 0.6429 3.8013 3.8508
H 1.5253 3.3697 2.3480
C 4.0549 -2.2690 -0.4009
C 4.1487 -0.8188 0.0312
O 4.4874 -0.7355 1.4134
H 3.3031 -2.7966 0.1909
H 3.7892 -2.3452 -1.4571
H 5.0071 -2.7830 -0.2397
H 3.1943 -0.3176 -0.1102
H 4.9082 -0.2853 -0.5501
H 5.3388 -1.1734 1.5319
C -2.5838 -5.4113 5.3222
C -1.6555 -4.6450 6.2448
O -0.3897 -4.4557 5.6264
H -2.1540 -6.3833 5.0681
H -3.5586 -5.5682 5.7901
H -2.7279 -4.8695 4.3831
H -1.4961 -5.1979 7.1723
H -2.0762 -3.6652 6.4941
H -0.5374 -3.9578 4.8109
C -0.4146 3.6600 -10.8833
C -1.3987 4.1630 -9.8460
O -0.8873 5.3254 -9.1994
H 0.5445 3.4246 -10.4173
H -0.7944 2.7650 -11.3803
H -0.2235 4.4273 -11.6392
H -1.5695 3.4029 -9.0823
H -2.3597 4.4114 -10.3083
H -0.7458 5.9981 -9.8767
C -1.1664 0.4650 7.0280
C -0.9940 1.5148 5.9476
O -1.2456 0.9501 4.6645
H -0.4864 -0.3729 6.8595
H -0.9696 0.8858 8.0164
H -2.1819 0.0599 7.0145
H 0.0268 1.9013 5.9499
H -1.6810 2.3529 6.1046
H -2.1521 0.6174 4.6641
C -0.2711 -7.6974 1.8049
C -0.5775 -6.3568 1.1673
O 0.4731 -5.4309 1.4389
H -0.1508 -7.5884 2.8850
H -1.0710 -8.4148 1.6097
H 0.6675 -8.1041 1.4181
H -1.5032 -5.9438 1.5717
H -0.6882 -6.4556 0.0824
H 1.2857 -5.7983 1.0708

(5)
89
Properties=species:S:1:pos:R:3 method="wB97M-V/def2-TZVPD" gap_ev=2.4 e_lumo_ev=-2.3 multiplicity=1
Mg -7.7961 -23.3158 10.2279
Cl -5.0413 -23.6301 12.1347
O -4.5054 -22.2947 12.0980
O -3.9735 -24.5820 12.1210
O -5.8860 -23.8641 13.2637
O -5.8831 -23.8241 10.9105
C -10.8592 -23.2291 14.1476
C -10.0292 -23.2345 15.4457
C -8.6433 -22.6416 15.1842
O -10.6341 -22.7184 16.4503
H -10.3904 -23.9225 13.4161
H -10.9681 -22.2266 13.6987
H -11.8674 -23.6133 14.3330
H -9.8576 -24.3391 15.6475
H -8.7001 -21.5655 14.9458
H -8.1206 -23.2077 14.3944
H -8.0242 -22.7143 16.0850
C -6.9485 -27.6899 11.4058
C -5.9422 -28.8030 11.2793
C -4.8383 -28.5510 10.2360
C -5.3206 -27.8269 9.0565
N -5.6873 -27.2752 8.1610
H -7.6241 -27.6197 10.5519
H -6.4423 -26.7199 11.5219
H -7.5659 -27.7957 12.3014
H -6.4458 -29.7359 10.9993
H -5.4821 -29.0158 12.2409
H -4.4550 -29.5158 9.8954
H -4.0116 -27.9797 10.6610
C -1.3056 -27.8963 12.7012
C -1.0538 -26.4114 12.5716
C -1.0001 -25.9201 11.1013
C 0.1441 -26.4727 10.3567
N 1.0114 -26.9176 9.7783
H -2.3064 -28.2132 12.3867
H -1.2303 -28.2288 13.7417
H -0.5544 -28.4801 12.1589
H -0.1334 -26.1363 13.0863
H -1.8650 -25.8335 13.0332
H -0.9661 -24.8327 11.0791
H -1.9086 -26.2308 10.5785
C -0.7222 -22.0724 15.4617
C -1.5676 -23.0932 14.6913
C -3.0014 -22.6422 14.4829
C -3.7197 -22.3163 15.7184
N -4.3441 -22.0871 16.6458
H -0.9206 -21.0560 15.1014
H 0.3433 -22.2573 15.3236
H -0.9248 -22.1292 16.5283
H -1.5538 -24.0298 15.2611
H -1.1187 -23.3404 13.7288
H -3.5693 -23.4385 13.9899
H -3.0187 -21.7759 13.8138
C -3.7128 -28.2706 15.6303
C -4.3620 -27.0563 14.9939
C -5.0241 -26.1487 16.0055
C -4.0971 -25.7461 17.0545
N -3.3642 -25.4304 17.8856
H -2.8874 -27.9430 16.2711
H -3.2540 -28.9362 14.8979
H -4.4047 -28.8526 16.2432
H -5.0952 -27.3067 14.2294
H -3.5771 -26.4704 14.4991
H -5.9184 -26.6051 16.4345
H -5.3861 -25.2333 15.5186
C -5.9570 -20.4306 14.0607
C -6.5100 -19.4785 12.9895
C -7.9917 -19.7346 12.6263
C -8.1772 -21.0828 12.1776
N -8.2375 -22.2054 11.8909
H -4.9405 -20.1341 14.3180
H -5.9449 -21.4610 13.7158
H -6.5402 -20.3282 14.9767
H -5.9141 -19.5538 12.0713
H -6.4367 -18.4392 13.3069
H -8.2840 -19.0742 11.8011
H -8.6289 -19.5314 13.4874
C -5.6420 -23.7488 5.3672
C -5.9539 -25.2352 5.5296
C -7.2720 -25.5433 6.2166
C -7.3996 -24.8697 7.4922
N -7.4424 -24.3814 8.5006
H -4.6689 -23.6256 4.8910
H -5.5814 -23.2037 6.3149
H -6.3876 -23.2429 4.7450
H -5.1635 -25.7555 6.0797
H -5.9615 -25.7314 4.5567
H -7.3733 -26.6103 6.4344
H -8.1456 -25.2393 5.6227